1.
89
Properties=species:S:1:pos:R:3:lowdin_charge:R:1 method="wB97M-V/def2-TZVPD" total_charge=-1 multiplicity=1 e_above_lowest_kj_mol=961.1 gap_ev=9.067 mol_weight_g_mol=780.7 total_energy_ev=-98084.871
N 0.111 0.692 -0.489 -0.274
S -1.282 0.164 -0.588 0.359
O -2.200 0.561 0.485 -0.318
O -1.515 -1.097 -1.268 -0.299
F -1.829 1.120 -1.754 -0.222
S 0.591 -0.533 0.654 0.654
O 0.851 -1.900 0.113 -0.326
O 0.176 -0.451 2.089 -0.319
F 2.179 -0.100 0.751 -0.254
C -2.609 -6.940 -3.671 -0.781
O -1.926 -7.462 -4.582 -0.020
N -2.290 -5.949 -2.984 0.189
N -3.821 -7.411 -3.368 0.144
H -1.455 -5.387 -3.070 0.143
H -3.130 -5.641 -2.516 0.115
H -4.344 -8.039 -3.962 0.117
H -4.202 -6.941 -2.560 0.094
C 3.213 1.975 5.502 -0.850
O 3.716 3.060 5.563 0.042
N 2.041 1.714 5.911 0.181
N 3.882 0.970 5.011 0.165
H 1.593 0.836 5.690 0.115
H 1.436 2.454 6.239 0.125
H 4.724 1.188 4.496 0.116
H 3.540 0.020 4.987 0.106
C 6.176 -3.996 0.108 -0.775
O 7.263 -3.963 -0.451 0.024
N 5.872 -3.551 1.271 0.166
N 5.157 -4.737 -0.349 0.132
H 4.924 -3.646 1.606 0.120
H 6.571 -2.982 1.728 0.129
H 4.683 -5.221 0.400 0.099
H 5.154 -5.189 -1.252 0.107
C 2.806 -2.946 -5.210 -0.752
O 2.396 -2.925 -6.371 0.005
N 4.100 -3.097 -4.888 0.147
N 2.044 -2.658 -4.197 0.165
H 4.816 -3.258 -5.583 0.110
H 4.343 -3.191 -3.913 0.092
H 1.088 -2.366 -4.340 0.125
H 2.371 -2.746 -3.246 0.108
C -7.962 4.147 -0.817 -0.845
O -7.865 3.259 -1.665 0.006
N -7.016 4.261 0.068 0.159
N -8.825 5.029 -0.720 0.184
H -6.356 3.498 0.128 0.123
H -7.178 4.840 0.879 0.108
H -9.433 4.958 -1.523 0.135
H -8.807 5.842 -0.120 0.131
C 7.144 2.247 0.852 -0.867
O 7.036 2.112 2.026 0.084
N 8.017 2.858 0.121 0.152
N 6.453 1.581 0.047 0.153
H 8.313 3.744 0.505 0.119
H 7.498 3.147 -0.696 0.109
H 5.770 0.897 0.337 0.130
H 6.907 1.378 -0.832 0.124
C -0.531 5.090 2.068 -0.835
O -0.904 5.983 2.873 -0.026
N -0.056 4.005 2.436 0.192
N -0.625 5.184 0.809 0.174
H 0.223 3.294 1.774 0.121
H -0.190 3.744 3.402 0.134
H -0.815 6.090 0.405 0.124
H -0.670 4.412 0.160 0.115
C -6.326 -1.613 -3.223 -0.834
O -5.992 -2.513 -3.947 0.034
N -6.936 -1.843 -2.114 0.159
N -6.151 -0.341 -3.491 0.173
H -7.515 -1.046 -1.889 0.113
H -7.144 -2.827 -2.022 0.122
H -6.240 0.306 -2.721 0.112
H -5.552 -0.211 -4.293 0.122
C 2.114 4.472 -2.921 -0.782
O 2.613 5.453 -3.476 0.012
N 0.909 3.970 -3.151 0.158
N 2.754 3.679 -2.144 0.166
H 0.478 4.158 -4.044 0.119
H 0.737 3.106 -2.657 0.090
H 3.486 4.191 -1.673 0.126
H 2.181 2.949 -1.743 0.103
C -2.129 -1.613 6.616 -0.819
O -1.125 -1.277 7.191 0.048
N -2.269 -2.150 5.449 0.164
N -3.290 -1.640 7.197 0.144
H -3.139 -2.069 4.943 0.115
H -1.415 -2.189 4.912 0.123
H -4.011 -1.513 6.501 0.105
H -3.379 -1.467 8.188 0.121

2.
11
Properties=species:S:1:pos:R:3:nbo_charge:R:1 method="wB97M-V/def2-TZVPD" total_charge=-1 multiplicity=1 e_above_lowest_kj_mol=274.1 gap_ev="7.133 / 7.136" mol_weight_g_mol=145.5 total_energy_ev=-23776.034
C 0.412 0.860 0.983 0.047
C -0.273 0.666 -0.253 0.028
C 1.256 -0.925 2.313 0.037
C -1.262 -0.600 -2.063 0.845
N 1.170 0.014 1.513 -0.341
N -0.699 -0.445 -0.596 -0.432
O -1.897 -1.637 -2.195 -0.728
O -1.065 0.328 -2.866 -0.771
Cl 2.560 -1.903 2.654 0.003
H 0.378 1.948 1.174 0.171
H -0.579 1.695 -0.662 0.141

3.
15
Properties=species:S:1:pos:R:3:nbo_charge:R:1 method="wB97M-V/def2-TZVPD" multiplicity=1 e_above_lowest_kj_mol=92.6 gap_ev=9.037 mol_weight_g_mol=110.2 total_energy_ev=-24942.736
C -0.656 1.401 -0.246 -0.752
S -1.650 0.143 -1.065 0.186
C -2.852 -0.201 0.258 -0.734
H -0.841 1.390 0.819 0.213
H -0.778 2.449 -0.545 0.210
H 0.399 1.234 -0.445 0.223
H -2.573 0.268 1.198 0.216
H -3.754 0.325 0.025 0.211
H -3.054 -1.266 0.303 0.226
C 3.043 -0.983 -0.342 -0.750
S 1.409 -1.433 0.234 -0.026
H 3.107 0.083 -0.603 0.209
H 2.991 -1.343 -1.351 0.234
H 3.858 -1.226 0.328 0.225
H 1.353 -0.840 1.431 0.110

4.
19
Properties=species:S:1:pos:R:3:nbo_charge:R:1 method="wB97M-V/def2-TZVPD" multiplicity=1 gap_ev=7.969 mol_weight_g_mol=191.6 total_energy_ev=-26525.014
C 2.986 -0.314 -1.311 0.232
C -2.443 1.102 0.808 -0.230
C -2.627 -0.162 0.352 -0.139
C -1.165 1.622 0.584 -0.096
C -1.574 -0.998 -0.042 -0.225
C -0.059 0.852 0.247 -0.266
C -0.302 -0.529 -0.154 0.092
C 1.289 1.321 0.025 0.722
C 0.940 -1.360 -0.481 -0.475
C 2.144 -0.576 -0.220 -0.275
N 3.745 -0.134 -2.156 -0.306
O 1.987 2.253 -0.002 -0.441
Cl 2.869 -0.818 1.343 0.021
H -3.232 1.708 1.221 0.232
H -3.483 -0.708 0.493 0.210
H -0.968 2.645 0.779 0.218
H -1.936 -2.023 -0.321 0.225
H 0.982 -2.076 0.309 0.249
H 0.848 -1.806 -1.476 0.252

5.
99
Properties=species:S:1:pos:R:3:lowdin_charge:R:1 method="wB97M-V/def2-TZVPD" total_charge=+3 multiplicity=1 e_above_lowest_kj_mol=0.0 gap_ev="6.395 / 6.396" mol_weight_g_mol=647.7 total_energy_ev=-85960.026
C 3.234 -1.479 0.343 -0.271
C 1.944 -0.378 -1.279 -0.276
C 4.167 -1.832 -0.626 0.033
C 2.905 -0.540 -2.259 0.014
C 4.043 -1.276 -1.906 0.018
H 4.969 -2.523 -0.348 0.148
H 2.683 -0.185 -3.273 0.132
H 4.820 -1.447 -2.653 0.143
N 2.310 -0.545 0.019 -0.003
P 1.816 -1.101 2.621 1.118
P -1.065 0.727 -3.082 1.235
C 3.065 -2.113 1.714 -0.176
H 2.701 -3.155 1.649 0.114
H 4.040 -2.189 2.213 0.102
C -2.377 0.443 -1.923 -0.195
O -3.166 0.225 -1.092 0.224
C 0.478 -0.244 -1.367 -0.222
H 0.154 0.795 -1.000 0.069
C -1.268 -0.685 -4.460 -0.603
C -1.340 2.641 -3.302 -0.656
C 0.563 -2.157 3.531 -0.672
C 2.917 0.078 3.585 -0.662
C -2.245 -1.745 -3.956 -0.065
H -3.261 -1.361 -3.819 0.099
H -2.296 -2.564 -4.692 0.122
H -1.897 -2.180 -3.010 0.059
C -1.750 -0.043 -5.763 -0.067
H -2.710 0.477 -5.644 0.087
H -1.023 0.673 -6.166 0.083
H -1.900 -0.815 -6.530 0.113
C 0.122 -1.315 -4.611 -0.074
H 0.117 -2.087 -5.394 0.120
H 0.895 -0.576 -4.855 0.084
H 0.413 -1.798 -3.670 0.047
C -2.797 2.930 -3.673 -0.070
H -3.496 2.532 -2.929 0.083
H -2.938 4.021 -3.709 0.110
H -3.066 2.533 -4.661 0.088
C -1.001 3.286 -1.954 -0.101
H -1.579 2.846 -1.130 0.069
H 0.070 3.195 -1.723 0.088
H -1.252 4.358 -1.998 0.118
C -0.378 3.104 -4.403 -0.068
H -0.666 2.715 -5.388 0.082
H -0.380 4.198 -4.461 0.111
H 0.650 2.775 -4.200 0.087
C 2.031 0.953 4.487 -0.070
H 2.652 1.733 4.953 0.113
H 1.236 1.468 3.923 0.051
H 1.565 0.378 5.298 0.089
C 3.674 0.977 2.583 -0.062
H 4.291 0.396 1.888 0.086
H 3.000 1.619 1.996 0.054
H 4.341 1.642 3.152 0.118
C 3.949 -0.688 4.428 -0.059
H 4.503 0.040 5.039 0.114
H 3.488 -1.413 5.108 0.077
H 4.684 -1.207 3.802 0.082
C -0.008 -3.237 2.589 -0.074
H 0.770 -3.884 2.169 0.083
H -0.702 -3.870 3.165 0.114
H -0.576 -2.782 1.767 0.041
C -0.615 -1.265 3.975 -0.077
H -1.169 -0.865 3.111 0.064
H -1.314 -1.880 4.561 0.117
H -0.299 -0.425 4.606 0.063
C 1.238 -2.799 4.749 -0.070
H 2.133 -3.369 4.467 0.097
H 1.499 -2.056 5.514 0.082
H 0.528 -3.503 5.210 0.109
Ti 0.570 0.088 0.904 0.921
N -0.809 -1.055 0.367 0.053
C -0.176 -1.328 -0.789 -0.416
C -0.115 -2.730 -1.302 -0.190
C -1.195 -3.589 -1.035 -0.039
C 1.042 -3.268 -1.895 -0.036
C -1.165 -4.910 -1.482 -0.031
H -2.048 -3.203 -0.479 0.125
C 1.063 -4.589 -2.355 -0.034
H 1.947 -2.680 -1.989 0.084
C -0.053 -5.400 -2.172 -0.031
H -2.025 -5.548 -1.295 0.124
H 1.963 -4.979 -2.836 0.125
H -0.040 -6.436 -2.520 0.129
C -1.359 2.460 3.326 -0.033
C -1.459 2.146 1.856 -0.172
O -0.108 1.919 1.267 -0.337
C 0.826 3.044 1.298 -0.207
C 0.127 4.376 1.126 -0.033
H -1.075 1.579 3.914 0.067
H -2.343 2.776 3.683 0.117
H -0.649 3.268 3.532 0.089
H -2.007 1.219 1.652 0.121
H -1.929 2.955 1.284 0.125
H 1.376 3.018 2.249 0.115
H 1.538 2.853 0.484 0.130
H -0.523 4.605 1.976 0.091
H 0.897 5.154 1.074 0.118
H -0.454 4.425 0.199 0.064

6.
46
Properties=species:S:1:pos:R:3:nbo_charge:R:1 method="wB97M-V/def2-TZVPD" total_charge=-1 multiplicity=5 e_above_lowest_kj_mol=72.1 gap_ev="6.334 / 6.539" mol_weight_g_mol=604.7 total_energy_ev=-106283.286
Ir 0.797 0.109 -0.276 1.423
C -2.404 0.068 -3.053 -0.716
C -2.042 0.282 -1.593 0.584
O -1.050 0.980 -1.312 -0.622
C -2.880 -0.326 -0.583 -0.269
C -4.258 -0.504 -0.763 -0.156
C -5.065 -0.957 0.255 -0.321
C -4.505 -1.231 1.504 -0.164
C -3.158 -1.106 1.708 -0.307
C -2.271 -0.714 0.667 0.432
O -1.017 -0.797 0.851 -0.749
H -1.545 0.316 -3.673 0.241
H -3.229 0.720 -3.333 0.229
H -2.704 -0.963 -3.229 0.223
H -4.707 -0.249 -1.715 0.197
H -6.129 -1.087 0.099 0.199
H -5.149 -1.546 2.313 0.198
H -2.720 -1.330 2.670 0.213
S 2.510 2.059 -1.515 -0.256
C 2.248 0.952 -2.777 0.070
C 2.933 0.990 -4.005 -0.281
C 2.703 0.006 -4.932 -0.161
C 1.778 -1.002 -4.642 -0.318
C 1.121 -0.955 -3.429 0.063
N 1.336 -0.007 -2.530 -0.549
H 3.632 1.794 -4.169 0.222
H 3.225 0.015 -5.879 0.203
H 1.578 -1.797 -5.344 0.208
H 0.387 -1.702 -3.160 0.195
Cl 2.553 -1.506 -0.118 -0.602
C 3.657 0.803 2.957 -1.078
Ge 1.672 0.600 3.027 1.578
C 1.327 -1.346 3.244 -1.083
C 0.972 1.500 4.700 -1.066
C 0.833 1.480 1.486 -1.225
H 4.128 0.224 3.749 0.212
H 3.981 1.837 3.051 0.215
H 4.005 0.425 2.000 0.246
H 1.848 -1.733 4.117 0.208
H 1.696 -1.864 2.365 0.252
H 0.267 -1.558 3.334 0.228
H 1.437 1.095 5.595 0.210
H -0.099 1.339 4.775 0.217
H 1.149 2.571 4.683 0.214
H 1.370 2.381 1.199 0.225
H -0.208 1.733 1.680 0.220

7.
21
Properties=species:S:1:pos:R:3:nbo_charge:R:1 method="wB97M-V/def2-TZVPD" total_charge=-2 multiplicity=1 e_above_lowest_kj_mol=0.0 gap_ev=5.344 mol_weight_g_mol=178.2 total_energy_ev=-28672.115
C -2.909 1.609 -0.641 -0.516
C -3.756 1.099 0.231 -0.801
P -3.274 -0.100 1.300 2.286
O -3.863 0.196 2.638 -1.193
O -3.276 -1.577 0.961 -1.197
O -1.354 0.164 1.606 -1.248
Si -0.168 -0.208 0.689 1.964
C 1.073 -1.301 1.683 -1.126
C -0.239 -1.188 -0.940 -1.166
C 0.859 1.422 0.289 -1.125
H -1.744 1.473 -0.663 0.109
H -3.278 2.391 -1.434 0.108
H 2.015 -0.821 1.940 0.196
H 0.570 -1.577 2.525 0.222
H 1.277 -2.238 1.138 0.199
H -0.922 -0.725 -1.671 0.238
H 0.675 -1.098 -1.701 0.199
H -0.671 -2.162 -0.767 0.239
H 0.551 2.290 0.971 0.229
H 1.918 1.317 0.767 0.182
H 1.072 1.624 -0.706 0.200

8.
15
Properties=species:S:1:pos:R:3:nbo_charge:R:1 method="wB97M-V/def2-TZVPD" multiplicity=1 e_above_lowest_kj_mol=156.4 gap_ev=9.949 mol_weight_g_mol=96.1 total_energy_ev=-8293.375
C 1.264 0.145 1.142 0.087
N 1.571 1.187 0.484 -0.384
C 0.988 1.063 -0.854 -0.094
N 0.253 -0.204 -0.932 -0.430
C -1.215 -0.125 -0.753 -0.209
C -1.122 -0.730 0.663 -0.422
C 0.400 -0.838 0.399 -0.121
H 1.603 -0.002 2.167 0.194
H 0.319 1.915 -1.044 0.183
H 1.804 1.114 -1.585 0.191
H -1.617 0.894 -0.814 0.183
H -1.747 -0.754 -1.475 0.194
H -1.654 -1.670 0.826 0.212
H -1.375 -0.027 1.461 0.210
H 0.810 -1.854 0.386 0.205

9.
15
Properties=species:S:1:pos:R:3:nbo_charge:R:1 method="wB97M-V/def2-TZVPD" multiplicity=1 e_above_lowest_kj_mol=218.6 gap_ev=10.717 mol_weight_g_mol=87.1 total_energy_ev=-7830.055
C -1.914 0.500 0.290 -0.619
C -0.886 -0.170 -0.625 -0.082
N 0.155 0.764 -1.022 -0.616
C 0.584 -0.507 -0.472 -0.093
C 1.297 -0.559 0.854 -0.075
O 2.660 -0.189 0.799 -0.712
H -1.554 0.768 1.285 0.214
H -2.178 1.445 -0.205 0.220
H -2.845 -0.066 0.395 0.209
H -1.363 -0.824 -1.358 0.188
H 0.286 0.869 -2.021 0.360
H 1.027 -1.200 -1.201 0.192
H 1.295 -1.601 1.193 0.183
H 0.738 0.040 1.583 0.163
H 2.699 0.729 0.505 0.468

10.
6
Properties=species:S:1:pos:R:3:nbo_charge:R:1 method="wB97M-V/def2-TZVPD" multiplicity=1 e_above_lowest_kj_mol=25.0 gap_ev=9.698 mol_weight_g_mol=109.5 total_energy_ev=-21083.047
N 1.109 0.973 -0.146 -0.105
N 1.451 0.714 -1.151 0.442
O 1.729 0.309 -2.187 -0.337
O -0.786 -1.267 0.399 -0.201
N -1.543 -0.448 0.706 0.179
Cl -1.960 -0.281 2.379 0.022

11.
72
Properties=species:S:1:pos:R:3:lowdin_spin:R:1 method="wB97M-V/def2-TZVPD" total_charge=+3 multiplicity=4 gap_ev="5.921 / 6.037" mol_weight_g_mol=647.9 total_energy_ev=-102586.792
Er -0.247 -0.725 -0.403 3.031
P 1.693 0.979 1.366 -0.005
P -1.915 1.834 0.743 -0.004
P 0.566 1.477 -1.897 -0.006
H -0.385 -3.656 0.494 0.000
C 0.451 -3.208 -0.072 -0.002
C 1.404 -2.398 0.498 0.000
H 1.394 -2.154 1.569 0.000
C 2.270 0.549 3.060 -0.001
C 1.634 2.773 1.796 -0.001
C 3.383 0.979 0.642 0.000
C -3.569 1.424 0.024 0.000
C -2.532 2.231 2.440 -0.001
C -1.870 3.588 0.170 -0.001
C 1.898 0.640 -2.855 0.000
C 1.252 3.173 -1.769 -0.002
C -0.805 1.784 -3.089 0.000
H 0.695 -3.663 -1.039 0.000
H 2.374 -2.181 0.017 0.000
H 2.270 -0.529 3.238 0.000
H 1.635 1.038 3.806 0.000
H 3.297 0.919 3.205 0.000
H 0.848 2.958 2.541 0.000
H 1.462 3.397 0.914 0.000
H 2.615 3.026 2.229 0.000
H 3.690 -0.060 0.472 0.000
H 4.070 1.451 1.362 0.000
H 3.402 1.552 -0.291 0.000
H -4.249 2.261 0.246 0.000
H -3.946 0.499 0.483 0.000
H -3.485 1.287 -1.065 0.000
H -3.322 2.994 2.337 0.000
H -1.729 2.640 3.072 0.000
H -2.952 1.331 2.909 0.000
H -2.767 4.089 0.559 0.000
H -1.862 3.640 -0.926 0.000
H -0.978 4.089 0.572 0.000
H 1.816 0.968 -3.894 0.000
H 1.817 -0.459 -2.851 0.000
H 2.895 0.890 -2.479 0.000
H 1.386 3.521 -2.804 0.000
H 2.220 3.252 -1.256 0.000
H 0.538 3.835 -1.267 0.000
H -0.264 2.001 -4.013 0.000
H -1.394 2.663 -2.792 0.000
H -1.520 0.972 -3.291 0.000
C -0.825 -2.592 -4.208 -0.002
C -1.858 -2.370 -5.166 0.000
C -1.992 -3.168 -6.309 0.000
C -1.119 -4.253 -6.514 0.000
C -0.021 -4.406 -5.646 0.000
C 0.138 -3.581 -4.515 0.000
S -0.572 -1.530 -2.779 -0.002
H -1.409 -1.807 -1.568 0.000
H -2.565 -1.558 -5.019 0.000
H -2.767 -2.934 -7.056 0.000
H -1.190 -4.895 -7.397 0.000
H 0.749 -5.148 -5.887 0.000
H 1.024 -3.671 -3.881 0.000
C 0.520 -2.877 4.302 0.000
N 0.182 -1.530 4.729 0.000
C 0.450 -1.009 5.995 0.000
C -0.250 0.146 6.078 0.000
N -0.854 0.368 4.855 0.000
C -0.599 -0.673 3.996 0.000
S -1.205 -0.957 2.404 -0.003
H -0.385 -3.384 3.948 0.000
H 1.254 -2.882 3.482 0.000
H 0.905 -3.376 5.203 0.000
H 1.069 -1.543 6.697 0.000
H -0.390 0.817 6.906 0.000
H -1.474 1.145 4.637 0.000

12.
33
Properties=species:S:1:pos:R:3:nbo_charge:R:1 method="wB97M-V/def2-TZVPD" multiplicity=1 e_above_lowest_kj_mol=1361.6 gap_ev=7.230 mol_weight_g_mol=205.3 total_energy_ev=-19093.752
C 2.275 -2.005 1.760 -0.304
C 2.814 -0.740 1.208 -0.397
C 2.063 -0.124 -0.157 -0.393
C 0.753 0.634 0.528 -0.191
C -1.679 1.195 -0.142 -0.228
C -2.248 -0.236 -0.415 -0.442
C -2.756 -0.219 -1.985 -0.194
H 1.302 -0.771 2.835 0.335
H 1.282 -2.911 3.332 0.359
H 3.038 -2.472 2.444 0.196
H 2.155 -2.670 0.757 0.199
H 2.480 -0.122 2.275 0.144
H 4.097 -0.685 1.361 0.250
H 1.493 -0.993 -0.680 0.224
H 2.739 0.388 -0.717 0.215
H 1.209 1.436 1.095 0.093
H 0.530 -0.366 1.265 0.289
H -2.084 2.050 -0.686 0.230
H -1.888 1.445 0.991 0.188
H -3.144 -0.313 0.208 0.196
H -1.593 -1.245 -0.149 0.239
H -1.711 0.055 -2.833 0.223
H -3.395 0.871 -2.197 0.129
H -4.272 -1.578 -1.474 0.379
H -3.439 -1.341 -3.344 0.382
H 1.324 2.741 1.256 0.386
N 0.918 -1.842 2.394 -0.810
N -0.214 1.199 -0.486 -0.293
N -3.356 -1.408 -2.165 -0.872
N 0.525 2.189 -0.957 0.106
N 0.371 2.565 -2.207 0.239
O 0.699 3.452 -0.184 -0.498
O -0.287 1.821 -2.929 -0.380